# C29H26N4O4Pt

A structure of composition C29H26N4O4Pt (the ωB97M-V functional and the def2-TZVPD basis, the OMol25 dataset).

Calculated values
HOMO level: -7.65 eV
charge: 0
max |F|: 2.63 eV Å⁻¹
HOMO-LUMO gap: 7.159 eV
calculated total energy: -1759.96588 Eh

Each line ends with the Mulliken charge.
Cartesian coordinates (Å):
Pt (-0.01470, 0.05490, -0.03640)  0.52
C (0.59200, 6.89900, -0.73970)  -1.45
C (1.60800, 6.47710, 0.28020)  0.67
C (2.42440, 7.42020, 0.88410)  -0.72
C (3.35450, 7.06730, 1.84670)  -0.72
C (3.46950, 5.74310, 2.22960)  -0.98
C (2.66590, 4.78150, 1.64590)  0.04
C (1.74170, 5.13410, 0.66220)  0.16
N (0.88140, 4.18510, 0.07660)  0.18
C (1.06810, 2.82940, 0.00800)  1.07
N (2.33800, 2.40930, -0.12100)  -0.06
C (2.84410, 1.10530, -0.15650)  0.96
C (2.00370, -0.01860, -0.05930)  -1.05
C (2.63430, -1.26740, -0.03880)  -0.03
C (4.00260, -1.40530, -0.15140)  -1.22
C (4.79940, -0.27970, -0.28170)  -0.53
C (4.24300, 0.98520, -0.27110)  0.96
C (5.15190, 2.18130, -0.38900)  -1.57
N (0.03020, 2.01700, -0.00690)  -0.30
C (-1.27330, 2.58830, 0.08610)  -1.49
C (-1.89370, 2.66050, 1.32850)  0.19
C (-3.19680, 3.11020, 1.42980)  -0.93
C (-3.87600, 3.50660, 0.29100)  -0.62
C (-3.25360, 3.44240, -0.94180)  -0.99
C (-1.95040, 2.98370, -1.07230)  1.91
C (-1.31600, 2.84020, -2.42260)  -1.44
H (0.72590, 7.95110, -0.98260)  0.41
H (-0.42140, 6.76760, -0.35440)  0.32
H (0.68820, 6.31080, -1.65190)  0.30
H (2.32870, 8.45590, 0.59560)  0.37
H (3.98310, 7.81900, 2.29560)  0.40
H (4.17930, 5.45600, 2.99040)  0.42
H (2.73090, 3.75920, 1.99100)  0.66
H (-0.08080, 4.48620, -0.02600)  0.32
H (3.03510, 3.14330, -0.14830)  0.19
H (2.03070, -2.15300, 0.07690)  0.39
H (4.45840, -2.38370, -0.13770)  0.40
H (5.86960, -0.38730, -0.38360)  0.31
H (6.18570, 1.84470, -0.45180)  0.36
H (5.07400, 2.83950, 0.47850)  0.32
H (4.94170, 2.76380, -1.28810)  0.38
H (-1.36000, 2.31530, 2.20310)  0.49
H (-3.68700, 3.13150, 2.39040)  0.44
H (-4.89900, 3.84250, 0.36050)  0.43
H (-3.79620, 3.72410, -1.83140)  0.42
H (-2.07400, 2.92640, -3.19870)  0.46
H (-0.82890, 1.86350, -2.49730)  0.26
H (-0.55820, 3.60740, -2.59320)  0.21
O (-2.14400, 0.04610, -0.06980)  -0.63
C (-2.89510, -0.98520, -0.01790)  -0.09
C (-2.50100, -2.33490, 0.00090)  0.52
C (-3.47260, -3.35360, 0.00640)  -0.57
C (-3.10920, -4.69580, 0.00520)  -0.31
C (-1.76310, -5.08120, 0.00450)  -0.53
C (-0.79360, -4.09890, 0.00450)  -0.48
C (-1.10940, -2.72500, -0.00540)  0.54
O (-0.10800, -1.90000, -0.03100)  -0.90
N (-4.13600, -5.68450, 0.00160)  1.01
O (-3.80640, -6.86690, -0.00070)  -0.63
O (-5.30420, -5.30440, -0.00030)  -0.63
H (-3.97350, -0.79750, 0.00540)  0.43
H (-4.51740, -3.08540, 0.00180)  0.52
H (-1.50070, -6.12750, -0.00030)  0.51
H (0.25120, -4.36500, 0.00260)  0.46